(1)
Formula: C55H44N5P2PdSi
Source: OMol25
Level of theory: ωB97M-V with the def2-TZVPD basis set

Computed properties:
E	-3496.2405	Eh
LUMO	0.0801	hartree
net charge	-1
orbital gap	4.454	eV
E_HOMO	-2.27	eV

```
108
Properties=species:S:1:pos:R:3:lowdin_charge:R:1
Pd 0.17 -1.67 -0.58 0.3037
C -0.60 -3.04 2.86 -0.2335
Si 0.05 -1.67 1.69 0.4731
C -1.13 -0.23 2.07 -0.3129
C -0.97 0.77 3.03 -0.1255
C -1.82 1.88 3.08 -0.1143
C -2.87 1.97 2.19 -0.1013
C -3.09 0.94 1.26 -0.1207
C -2.23 -0.15 1.19 -0.3750
P -2.49 -1.56 -0.04 0.9576
C -4.37 -1.34 -0.21 -0.3740
C -5.18 -1.44 0.93 -0.1267
C -6.56 -1.53 0.84 -0.1092
C -7.18 -1.55 -0.41 -0.1248
C -6.40 -1.47 -1.55 -0.1103
C -5.01 -1.38 -1.44 -0.1114
C -1.93 -0.92 -1.65 -0.4418
C -2.35 0.37 -2.10 -0.1348
C -1.98 0.88 -3.31 -0.1275
C -1.09 0.17 -4.15 -0.1224
C -0.64 -1.06 -3.74 -0.1246
C -1.04 -1.62 -2.52 -0.2422
C 1.86 -1.44 2.28 -0.2816
C 2.25 -1.34 3.62 -0.1095
C 3.58 -1.44 4.01 -0.0996
C 4.56 -1.66 3.06 -0.0981
C 4.21 -1.76 1.72 -0.1110
C 2.88 -1.62 1.32 -0.3570
P 2.40 -1.62 -0.48 0.9396
C 3.62 -2.80 -1.19 -0.3402
C 4.91 -2.47 -1.61 -0.0986
C 5.74 -3.44 -2.16 -0.0942
C 5.30 -4.75 -2.30 -0.1055
C 4.01 -5.08 -1.90 -0.0906
C 3.18 -4.11 -1.36 -0.1011
C 3.12 -0.03 -1.05 -0.3688
C 2.82 0.34 -2.36 -0.1155
C 3.26 1.54 -2.89 -0.0938
C 4.01 2.41 -2.10 -0.1025
C 4.32 2.05 -0.80 -0.0930
C 3.89 0.84 -0.28 -0.1008
H -0.78 -2.67 3.87 0.0158
H 0.09 -3.89 2.93 0.0038
H -1.55 -3.41 2.46 0.0039
H -0.15 0.71 3.73 0.0887
H -1.64 2.66 3.80 0.0940
H -3.53 2.83 2.20 0.0920
H -3.94 1.01 0.60 0.0912
H -4.72 -1.43 1.91 0.1029
H -7.16 -1.60 1.74 0.0920
H -8.26 -1.62 -0.48 0.0869
H -6.86 -1.48 -2.53 0.0911
H -4.42 -1.33 -2.35 0.0925
H -3.02 0.95 -1.46 0.0936
H -2.35 1.85 -3.63 0.0954
H -0.79 0.59 -5.10 0.0877
H 0.05 -1.63 -4.36 0.0999
H -0.78 -2.66 -2.33 0.0736
H 1.49 -1.21 4.38 0.0941
H 3.85 -1.36 5.06 0.0938
H 5.60 -1.77 3.35 0.0946
H 4.98 -1.94 0.98 0.0942
H 5.26 -1.46 -1.51 0.1008
H 6.74 -3.17 -2.48 0.0964
H 5.95 -5.50 -2.72 0.0937
H 3.65 -6.10 -2.01 0.0980
H 2.15 -4.35 -1.10 0.0684
H 2.18 -0.31 -2.96 0.0874
H 3.00 1.82 -3.90 0.0970
H 4.34 3.36 -2.50 0.0931
H 4.90 2.73 -0.17 0.0981
H 4.13 0.58 0.75 0.0947
N -1.11 6.38 -0.61 0.1655
C -1.29 7.69 -0.20 -0.1956
C -2.00 8.75 -0.74 -0.0308
C -1.95 9.95 -0.04 -0.1103
C -1.22 10.07 1.15 -0.1079
C -0.51 9.00 1.67 -0.0225
C -0.55 7.79 0.99 -0.2313
N 0.05 6.59 1.28 0.1768
C -0.30 5.78 0.32 -0.2678
C 0.09 4.37 0.21 -0.1455
C -0.21 3.60 -0.90 0.0001
C 0.19 2.27 -0.93 -0.1141
N 0.83 1.69 0.07 0.1109
C 1.13 2.43 1.13 -0.1276
C 0.80 3.77 1.25 -0.0030
H -1.52 5.94 -1.41 0.1460
H -2.57 8.66 -1.66 0.1042
H -2.49 10.81 -0.42 0.0939
H -1.21 11.02 1.66 0.0932
H 0.05 9.09 2.59 0.1078
H -0.75 4.00 -1.76 0.0994
H -0.02 1.64 -1.79 0.0908
H 1.65 1.92 1.94 0.1114
H 1.05 4.34 2.14 0.1092
N 1.73 -8.16 2.37 0.1481
C 0.98 -7.56 1.73 -0.1865
C 0.04 -6.83 0.93 -0.2101
C -1.14 -7.43 0.50 -0.0258
C -2.01 -6.69 -0.27 -0.0508
C -1.66 -5.39 -0.60 -0.1263
N -0.53 -4.81 -0.19 0.0840
C 0.30 -5.51 0.57 -0.1107
H -1.36 -8.45 0.78 0.1173
H -2.95 -7.10 -0.61 0.1031
H -2.32 -4.76 -1.19 0.1010
H 1.19 -5.00 0.91 0.1155
```

***

(2)
Formula: C55H46BBrEuN7P
Source: OMol25
Level of theory: ωB97M-V with the def2-TZVPD basis set

Computed properties:
E	-6157.1967	Eh
LUMO (spin up / spin down)	0.0633 / 0.0759	hartree
spin multiplicity	7
energy above the lowest of the compared OMol25 structures with the same formula, charge and spin	0.00	kJ/mol
net charge	-1
orbital gap (spin up / spin down)	6.553 / 6.912	eV
E_HOMO (spin up / spin down)	-4.83 / -4.85	eV

```
112
Properties=species:S:1:pos:R:3:lowdin_spin:R:1
Eu -18.51 -10.95 -4.06 6.0984
C -24.32 -9.25 -3.13 0.0000
C -23.04 -9.19 -3.92 -0.0001
C -22.91 -8.86 -5.25 -0.0001
C -21.59 -9.17 -5.71 0.0002
N -21.00 -9.81 -4.72 -0.0045
N -21.80 -9.75 -3.59 -0.0008
B -21.30 -10.54 -2.44 -0.0063
N -21.44 -12.04 -2.25 -0.0008
N -20.27 -12.73 -2.70 -0.0035
C -20.49 -14.03 -2.46 0.0002
C -21.84 -14.21 -1.95 0.0000
C -22.37 -12.92 -1.86 -0.0001
C -23.76 -12.58 -1.65 0.0000
C -19.49 -15.03 -2.49 0.0000
C -19.60 -16.14 -1.64 0.0000
C -18.69 -17.24 -1.82 0.0000
C -17.72 -17.23 -2.79 0.0000
C -17.71 -16.22 -3.73 0.0000
C -18.53 -15.08 -3.59 0.0002
N -20.38 -9.93 -1.36 -0.0008
N -19.08 -10.29 -1.62 -0.0092
C -18.34 -9.87 -0.52 0.0001
C -19.21 -9.12 0.32 -0.0003
C -20.55 -9.24 -0.24 -0.0001
C -21.85 -8.68 0.07 -0.0001
C -16.94 -10.16 -0.34 0.0001
C -16.06 -10.29 -1.36 0.0006
C -14.68 -10.51 -1.11 0.0000
C -14.23 -10.75 0.18 0.0000
C -15.16 -10.49 1.23 0.0000
C -16.52 -10.29 0.99 0.0000
C -21.04 -8.96 -7.07 0.0000
C -21.87 -8.61 -8.15 0.0001
C -21.42 -8.34 -9.46 0.0000
C -20.01 -8.23 -9.65 0.0001
C -19.15 -8.65 -8.65 0.0000
C -19.64 -9.13 -7.39 0.0005
H -24.37 -9.93 -2.30 0.0000
H -24.73 -8.31 -2.80 0.0000
H -25.12 -9.59 -3.82 0.0000
H -23.59 -8.42 -5.93 0.0000
H -20.34 -10.77 -3.02 -0.0030
H -22.39 -15.01 -1.47 0.0000
H -24.24 -12.01 -2.45 0.0000
H -24.34 -13.48 -1.48 0.0000
H -23.90 -11.91 -0.76 0.0000
H -20.35 -16.22 -0.80 0.0000
H -18.80 -18.09 -1.18 0.0000
H -17.09 -18.03 -2.92 0.0000
H -17.05 -16.31 -4.64 0.0000
H -18.39 -14.17 -4.19 0.0002
H -18.96 -8.76 1.28 -0.0001
H -22.58 -8.79 -0.71 -0.0001
H -22.29 -8.97 1.08 0.0000
H -21.70 -7.61 0.35 0.0000
H -16.40 -9.99 -2.37 0.0003
H -14.14 -10.74 -1.94 0.0000
H -13.24 -11.02 0.44 0.0000
H -14.77 -10.43 2.27 0.0000
H -17.29 -10.25 1.83 0.0000
H -22.88 -8.29 -7.98 0.0000
H -22.06 -8.20 -10.31 0.0000
H -19.62 -7.78 -10.58 0.0000
H -18.09 -8.85 -8.88 0.0000
H -19.00 -9.54 -6.55 0.0003
C -21.06 -3.71 -4.73 0.0000
C -21.60 -5.00 -4.43 0.0000
C -20.78 -5.92 -3.80 0.0000
C -19.53 -5.55 -3.35 0.0000
C -19.08 -4.27 -3.48 0.0000
C -19.91 -3.27 -4.09 0.0000
P -18.42 -6.90 -2.90 -0.0001
C -17.18 -6.03 -1.85 0.0000
C -15.85 -6.42 -1.92 0.0000
C -14.87 -5.96 -1.07 0.0000
C -15.20 -4.88 -0.21 0.0000
C -16.56 -4.49 -0.12 0.0000
C -17.52 -4.95 -1.01 0.0000
C -17.48 -7.39 -4.38 -0.0029
C -16.99 -6.46 -5.32 -0.0014
C -16.35 -7.00 -6.43 0.0011
C -15.87 -8.32 -6.50 -0.0011
C -16.35 -9.16 -5.55 -0.0032
C -17.28 -8.74 -4.60 -0.0286
H -21.66 -3.10 -5.42 0.0000
H -22.55 -5.38 -4.85 0.0000
H -21.15 -6.97 -3.78 0.0000
H -18.05 -4.02 -3.22 0.0000
H -19.53 -2.22 -4.26 0.0000
H -15.64 -7.14 -2.76 0.0000
H -13.85 -6.34 -1.11 0.0000
H -14.47 -4.52 0.49 0.0000
H -16.81 -3.62 0.59 0.0000
H -18.52 -4.49 -1.02 0.0000
H -17.05 -5.37 -5.29 -0.0003
H -16.13 -6.35 -7.23 0.0001
H -15.26 -8.72 -7.30 -0.0002
H -15.89 -10.12 -5.48 -0.0004
N -15.65 -12.96 -4.88 -0.0002
C -16.45 -12.46 -4.18 -0.0106
Br -21.01 -14.15 -10.18 0.0002
C -20.25 -13.81 -8.49 0.0008
C -21.08 -13.58 -7.38 -0.0008
C -20.54 -13.03 -6.24 -0.0019
C -19.23 -12.60 -6.18 -0.0197
C -18.40 -12.84 -7.27 -0.0010
C -18.91 -13.54 -8.40 -0.0007
H -22.16 -13.75 -7.45 -0.0001
H -21.20 -12.98 -5.40 -0.0001
H -17.31 -12.63 -7.34 -0.0001
H -18.32 -13.51 -9.27 -0.0001
```

***

(3)
Formula: C55H46BCdN6O7P2
Source: OMol25
Level of theory: ωB97M-V with the def2-TZVPD basis set

Computed properties:
E	-3854.2531	Eh
LUMO	0.0853	hartree
energy above the lowest of the compared OMol25 structures with the same formula, charge and spin	0.00	kJ/mol
net charge	-1
orbital gap	7.853	eV
E_HOMO	-5.53	eV

```
118
Properties=species:S:1:pos:R:3:lowdin_charge:R:1
Cd 0.97 -1.49 0.34 1.4144
C -0.39 -2.24 5.30 -0.0890
C -0.52 -2.66 3.96 -0.1756
N 0.34 -2.03 3.17 0.0424
N 1.03 -1.20 3.97 -0.0549
C 0.62 -1.30 5.25 -0.1069
B 2.27 -0.45 3.44 -0.5300
N 1.80 0.71 2.51 -0.0318
C 2.05 2.02 2.66 -0.0954
C 1.46 2.70 1.61 -0.0592
C 0.86 1.70 0.85 -0.1880
N 1.07 0.51 1.40 -0.0254
N 3.19 -1.44 2.68 -0.0340
C 4.36 -1.96 3.10 -0.0904
C 4.79 -2.88 2.16 -0.0576
C 3.78 -2.87 1.19 -0.1444
N 2.83 -2.01 1.52 -0.0292
H -0.94 -2.57 6.16 0.0772
H -1.19 -3.40 3.56 0.0932
H 1.07 -0.69 6.02 0.1083
H 2.90 0.03 4.35 0.1154
H 2.64 2.37 3.49 0.1166
H 1.47 3.76 1.44 0.0909
H 0.29 1.77 -0.07 0.0808
H 4.81 -1.63 4.02 0.1134
H 5.69 -3.47 2.18 0.0861
H 3.70 -3.44 0.27 0.1168
O -1.91 1.54 -1.37 -0.0554
C -2.29 1.13 -2.64 -0.2415
C -3.52 1.49 -3.19 -0.0233
C -3.87 1.07 -4.46 -0.0873
C -3.00 0.28 -5.18 -0.0910
C -1.79 -0.08 -4.62 -0.0939
C -1.39 0.32 -3.34 -0.2424
P 0.22 -0.22 -2.52 1.1277
C 1.30 1.05 -3.33 -0.3361
C 2.08 1.86 -2.51 -0.0959
C 2.87 2.87 -3.05 -0.0780
C 2.89 3.09 -4.41 -0.1009
C 2.13 2.27 -5.25 -0.0909
C 1.35 1.26 -4.71 -0.0920
C 0.47 -1.74 -3.52 -0.3654
C 1.60 -1.97 -4.30 -0.0856
C 1.73 -3.15 -5.03 -0.0761
C 0.72 -4.11 -4.99 -0.1000
C -0.40 -3.89 -4.20 -0.0953
C -0.52 -2.72 -3.47 -0.1238
C -2.66 2.50 -0.76 -0.3095
C -2.74 3.77 -1.32 -0.0185
C -3.52 4.74 -0.73 -0.0753
C -4.23 4.45 0.44 -0.0832
C -4.10 3.20 1.02 -0.0868
C -3.31 2.20 0.44 -0.2929
P -3.04 0.53 1.22 1.1592
C -3.14 1.07 2.99 -0.3685
C -2.15 1.93 3.44 -0.1049
C -2.11 2.37 4.75 -0.0833
C -3.08 1.95 5.66 -0.1018
C -4.06 1.08 5.23 -0.0931
C -4.10 0.64 3.91 -0.0874
C -4.70 -0.23 0.99 -0.3699
C -5.74 0.33 0.24 -0.0817
C -6.96 -0.32 0.15 -0.0898
C -7.17 -1.54 0.78 -0.1014
C -6.12 -2.13 1.48 -0.0904
C -4.90 -1.48 1.57 -0.1233
H -4.22 2.10 -2.62 0.1096
H -4.83 1.36 -4.86 0.0993
H -3.26 -0.06 -6.18 0.0976
H -1.13 -0.72 -5.20 0.1006
H 2.09 1.68 -1.45 0.0676
H 3.47 3.48 -2.39 0.1006
H 3.49 3.88 -4.83 0.0941
H 2.15 2.43 -6.32 0.0961
H 0.77 0.64 -5.38 0.0962
H 2.41 -1.26 -4.30 0.0937
H 2.62 -3.32 -5.62 0.1014
H 0.83 -5.03 -5.56 0.0927
H -1.19 -4.64 -4.16 0.0966
H -1.41 -2.55 -2.87 0.1026
H -2.18 3.98 -2.22 0.1311
H -3.60 5.73 -1.18 0.1017
H -4.87 5.19 0.89 0.0981
H -4.63 2.98 1.94 0.1121
H -1.39 2.27 2.75 0.0910
H -1.33 3.05 5.07 0.1002
H -3.06 2.30 6.68 0.0951
H -4.82 0.73 5.93 0.0976
H -4.89 -0.04 3.61 0.0887
H -5.59 1.27 -0.26 0.0922
H -7.77 0.13 -0.43 0.0983
H -8.13 -2.03 0.73 0.0956
H -6.26 -3.09 1.95 0.1001
H -4.06 -1.96 2.08 0.1079
C -1.38 -4.74 -0.65 -0.0174
C -0.49 -3.57 -0.32 -0.7726
O 0.71 -3.78 -0.04 -0.0992
O -0.99 -2.40 -0.33 -0.1869
H -0.96 -5.26 -1.51 0.0699
H -2.39 -4.41 -0.87 0.0732
H -1.39 -5.43 0.19 0.0765
O 4.18 -1.68 -2.59 0.0120
C 3.78 -1.03 -1.63 -0.6258
O 2.55 -0.85 -1.29 -0.2326
C 4.81 -0.34 -0.75 -0.1270
C 6.16 -0.54 -1.01 -0.0208
C 7.16 0.05 -0.21 0.0064
C 6.73 0.84 0.83 -0.2222
O 7.49 1.51 1.75 0.0163
C 6.57 2.14 2.63 -0.1492
O 5.25 1.89 2.16 0.0093
C 5.39 1.05 1.07 -0.1924
C 4.41 0.49 0.30 0.0574
H 6.42 -1.17 -1.84 0.1104
H 8.21 -0.12 -0.40 0.1110
H 6.75 3.22 2.64 0.1291
H 6.68 1.73 3.64 0.1304
H 3.36 0.64 0.50 0.0911
```